w) {
  "formula": "C3H4N2O5S",
  "method": "ωB97M-V with the def2-TZVPD basis set",
  "lumo_energy_ha": -0.00916,
  "homo_energy_ha": -0.366,
  "elements": ["C", "C", "C", "N", "N", "O", "O", "O", "O", "O", "S", "H", "H", "H", "H"],
  "xyz": [[0.16282, -0.61669, 0.31455], [0.16911, 1.77391, -0.46872], [0.32542, 0.28655, -0.88877], [0.54527, -2.07635, -0.05915], [0.39433, -2.28412, -1.26792], [1.12958, -0.12809, 1.23198], [0.92813, 2.59328, -0.91549], [-1.88937, 1.35729, 2.44195], [-1.12115, -0.43619, 0.81003], [-0.88509, 2.07246, 0.28347], [-1.99517, 1.05988, 1.08418], [1.12903, -0.02399, -1.49125], [-0.41177, 0.11681, -1.61805], [0.69191, -3.20805, -1.50845], [0.82694, -0.48669, 2.05165]]
}

x) {
  "formula": "C3H4N2O5S",
  "method": "ωB97M-V with the def2-TZVPD basis set",
  "lumo_energy_ha": 0.00780,
  "homo_energy_ha": -0.335,
  "elements": ["C", "C", "C", "N", "N", "O", "O", "O", "O", "O", "S", "H", "H", "H", "H"],
  "xyz": [[-0.72818, 0.48661, -1.23399], [1.55010, -0.29502, -1.80307], [0.07770, -0.66320, -1.80777], [-0.55048, 1.45836, 2.69543], [-1.13404, 0.45490, 2.98559], [-1.70099, 0.94872, -1.74552], [2.24813, -0.26618, -2.76781], [0.57065, -0.96518, 1.27265], [-0.24550, 0.96865, -0.07615], [2.00452, 0.02855, -0.58212], [1.04654, 0.30867, 0.80877], [-0.05862, -1.53593, -1.16291], [-0.26099, -0.88076, -2.81981], [-1.97587, 0.44323, 3.60705], [-0.84298, -0.49142, 2.62967]]
}

Result of the stability comparison: w) is the least stable of them.

w) {
  "formula": "C5H9B",
  "method": "ωB97M-V with the def2-TZVPD basis set",
  "lumo_energy_ha": 0.02441,
  "homo_energy_ha": -0.325,
  "smiles": "CB(C)C1C=C1",
  "elements": ["C", "B", "C", "C", "C", "C", "H", "H", "H", "H", "H", "H", "H", "H", "H"],
  "xyz": [[-1.76062, 0.60953, 0.87224], [-0.58155, 0.16658, 0.03103], [0.01883, 1.07913, -1.07642], [0.48041, -0.94980, 0.63212], [1.18330, -1.93762, -0.22045], [1.91692, -0.91032, -0.03641], [-1.40565, 1.53511, 1.23209], [-2.23329, -0.06964, 1.56893], [-2.64735, 0.93335, 0.14296], [-0.66300, 1.57728, -1.72879], [0.79159, 0.48263, -1.58378], [0.66575, 1.82427, -0.55542], [0.32940, -1.19957, 1.71429], [1.04479, -2.78982, -0.76921], [2.86047, -0.35112, -0.22318]]
}

x) {
  "formula": "C5H9B",
  "method": "ωB97M-V with the def2-TZVPD basis set",
  "lumo_energy_ha": 0.00670,
  "homo_energy_ha": -0.242,
  "elements": ["B", "C", "C", "C", "C", "C", "H", "H", "H", "H", "H", "H", "H", "H", "H"],
  "xyz": [[-1.02627, -0.06226, 0.02356], [1.24099, 1.44955, -0.42582], [1.91810, 0.35865, -0.12093], [-0.17412, -1.28842, -0.17114], [1.25291, -0.91189, 0.33719], [-2.31033, 0.90529, 0.05041], [1.26185, 2.53764, -0.42986], [2.95292, 0.17097, -0.07984], [-0.46481, -2.26075, 0.33861], [0.00108, -1.58651, -1.30108], [1.80938, -1.86951, 0.24500], [1.17183, -0.76604, 1.51020], [-3.06484, 0.16512, -0.35960], [-2.13577, 1.74664, -0.61950], [-2.43292, 1.41151, 1.00281]]
}

Result of the stability comparison: x) is the least stable of them.

w) {
  "formula": "C6H16N3",
  "method": "ωB97M-V with the def2-TZVPD basis set",
  "lumo_energy_ha": -0.12856,
  "homo_energy_ha": -0.535,
  "charge": 1,
  "smiles": "C/C(N)=N/[NH2+]C(C)(C)C",
  "elements": ["C", "C", "N", "N", "N", "C", "C", "C", "C", "H", "H", "H", "H", "H", "H", "H", "H", "H", "H", "H", "H", "H", "H", "H", "H"],
  "xyz": [[2.98914, 1.34628, -1.23669], [2.03193, 0.35128, -0.47708], [2.38918, 0.03123, 0.78240], [1.11900, -0.07165, -1.27123], [-0.18171, -1.11693, -0.66837], [-1.28461, -0.40069, 0.17313], [-2.46694, -0.13110, -0.81285], [-1.71736, -1.31826, 1.27507], [-0.76332, 0.90523, 0.85757], [2.78359, 2.24127, -0.69547], [4.03355, 1.07562, -1.23988], [2.57249, 1.43572, -2.29802], [2.75358, 0.90061, 1.21018], [1.68742, -0.53415, 1.34441], [0.38465, -1.83418, -0.18999], [-0.64772, -1.64673, -1.39486], [-2.05777, 0.49223, -1.56829], [-2.89349, -1.14484, -1.10096], [-3.34649, 0.34408, -0.25270], [-1.99754, -2.35340, 0.90489], [-2.58318, -0.89836, 1.68241], [-0.93276, -1.37462, 2.07476], [-1.50792, 1.66481, 0.95184], [-0.30211, 0.65045, 1.77299], [-0.06163, 1.38611, 0.17675]]
}

x) {
  "formula": "C6H16N3",
  "method": "ωB97M-V with the def2-TZVPD basis set",
  "lumo_energy_ha": [-0.19996, -0.11216],
  "homo_energy_ha": [-0.390, -0.487],
  "charge": 1,
  "elements": ["C", "C", "C", "C", "C", "C", "N", "N", "N", "H", "H", "H", "H", "H", "H", "H", "H", "H", "H", "H", "H", "H", "H", "H", "H"],
  "xyz": [[0.20393, 1.08023, 0.98289], [-1.26912, 1.19543, 0.74735], [-2.37745, 1.44035, 1.76020], [2.87574, -2.11587, -0.23529], [0.51817, -2.49717, -1.10303], [1.36902, -1.79502, -0.22613], [-0.29388, 2.26659, 0.55042], [-1.77852, 0.64865, -0.50226], [0.04400, 2.53224, -0.96201], [0.75099, 0.96451, 1.92227], [-2.06962, 1.09832, 2.84380], [-3.26988, 0.91725, 1.45962], [-2.64052, 2.43705, 1.79941], [3.34195, -1.81599, -1.21142], [2.99582, -3.19185, 0.15314], [3.28390, -1.44371, 0.41130], [-0.52396, -2.32651, -1.02512], [0.62019, -3.56070, -0.82849], [0.90566, -2.50440, -2.12677], [1.08118, -1.19997, 0.64633], [-0.70036, 1.81393, -1.42116], [-1.14449, -0.07169, -0.89112], [-2.71601, 0.38106, -0.31841], [1.01492, 2.30410, -1.22791], [-0.22166, 3.44318, -1.19763]]
}

Result of the stability comparison: x) is the least stable of them.

w) {
  "formula": "C5H6N",
  "method": "ωB97M-V with the def2-TZVPD basis set",
  "lumo_energy_ha": [-0.14048, -0.32815],
  "homo_energy_ha": [-0.440, -0.620],
  "s2": 2.008,
  "charge": 1,
  "spin_multiplicity": 3,
  "elements": ["C", "C", "C", "C", "C", "N", "H", "H", "H", "H", "H", "H"],
  "xyz": [[1.66211, -0.14293, -0.34650], [-1.58398, 0.34148, 0.10821], [-0.59042, -0.90148, 0.04699], [-0.40908, 1.11281, -0.35559], [2.80997, -0.09920, -0.01245], [0.39161, 0.11163, -0.25493], [3.68657, -0.41033, 0.47741], [-2.49900, 0.19162, -0.37972], [-2.04226, 0.43975, 1.16509], [-0.84734, -1.36583, -0.82866], [-0.55980, -1.39137, 0.98580], [-0.01837, 2.11385, -0.60565]]
}

x) {
  "formula": "C5H6N",
  "method": "ωB97M-V with the def2-TZVPD basis set",
  "lumo_energy_ha": [-0.19875, -0.23615],
  "homo_energy_ha": [-0.469, -0.591],
  "s2": 2.008,
  "charge": 1,
  "spin_multiplicity": 3,
  "elements": ["C", "C", "C", "C", "C", "N", "H", "H", "H", "H", "H", "H"],
  "xyz": [[0.33780, 0.05975, -1.22125], [0.27978, 1.16477, 0.91673], [0.04228, -1.11999, -0.12318], [0.53082, 1.38285, -0.58782], [-0.36054, -0.20707, 0.93415], [-1.19888, -1.17663, 0.86176], [1.21077, -0.19790, -1.88125], [-0.50335, 0.16279, -1.99193], [1.30333, 1.35220, 1.13311], [-0.23455, 2.08481, 1.27426], [0.77083, -2.00893, -0.15925], [-2.17828, -1.49664, 0.84467]]
}

Result of the stability comparison: x) is the least stable of them.